The following is a quantum chemistry calculation of a structure of composition C37H53ClIrN4O3P3SSi2, from OMol25.

- Frontier orbital gap (spin up / spin down): 7.2300 / 6.6218 eV
- Spin multiplicity: 2
- <S²>: 0.7710
- Highest occupied orbital energy (spin up / spin down): -10.23 / -10.22 eV
- Total charge: +1

Last column: Löwdin charge in e.
Geometry (Å):
Ir1 -0.74861 -0.74164 0.96729  0.817
C1 -1.78685 -1.48834 -3.96904  -0.171
Si1 -1.47794 -0.10511 -2.71601  0.360
C2 -3.11107 0.59839 -2.16237  -0.181
C3 -0.48815 1.14202 -3.70384  -0.176
N1 -0.66202 -0.79685 -1.30751  -0.341
P1 0.83318 -1.33748 -1.21289  0.707
C4 1.18244 -0.88648 0.41951  -0.408
P2 1.75802 0.21008 1.64354  0.728
N2 0.29554 0.78768 1.94858  -0.410
Si2 -0.26289 1.86830 3.26890  0.366
C5 1.25803 2.57499 4.10243  -0.157
C6 -1.33655 1.05565 4.55485  -0.211
C7 -1.23717 3.33970 2.66545  -0.234
C8 2.94358 1.46701 1.15444  -0.306
C9 2.46212 2.49096 0.33789  -0.111
C10 3.29898 3.51622 -0.06559  -0.058
C11 4.62454 3.52966 0.34708  -0.059
C12 5.11456 2.51150 1.15111  -0.059
C13 4.27950 1.48044 1.55435  -0.067
C14 2.58002 -0.85047 2.85505  -0.300
C15 3.21335 -0.33243 3.98630  -0.095
C16 3.75739 -1.17883 4.93675  -0.062
C17 3.68040 -2.55347 4.76728  -0.062
C18 3.06615 -3.07852 3.64195  -0.060
C19 2.51489 -2.23195 2.69454  -0.111
C20 1.03885 -3.13354 -1.23391  -0.294
C21 -0.03813 -3.97502 -0.99548  -0.078
C22 0.13913 -5.34884 -0.94823  -0.057
C23 1.40154 -5.88779 -1.13791  -0.065
C24 2.48651 -5.05413 -1.37557  -0.063
C25 2.30693 -3.68215 -1.42722  -0.075
C26 1.91240 -0.79839 -2.54008  -0.312
C27 2.79773 0.25904 -2.37190  -0.055
C28 3.54526 0.71914 -3.44674  -0.053
C29 3.40532 0.12144 -4.68912  -0.059
C30 2.53584 -0.94899 -4.85771  -0.064
C31 1.79581 -1.41566 -3.78598  -0.103
H1 -2.77482 -1.38481 -4.42040  0.044
H2 -1.71672 -2.49610 -3.55616  0.006
H3 -1.05991 -1.42816 -4.77707  0.025
H4 -3.59811 1.10718 -2.99464  0.036
H5 -2.95914 1.31812 -1.35973  -0.028
H6 -3.79138 -0.17658 -1.81506  0.016
H7 -1.14726 1.57297 -4.46442  0.040
H8 0.32380 0.66334 -4.24858  0.011
H9 -0.08079 1.94349 -3.09576  -0.004
H10 1.63180 1.93931 4.90090  0.025
H11 0.94771 3.51998 4.55238  0.041
H12 2.07545 2.80476 3.41864  0.023
H13 -0.76305 0.38625 5.19349  0.023
H14 -2.14205 0.46539 4.12589  -0.015
H15 -1.77836 1.83383 5.17788  0.040
H16 -0.68646 3.91131 1.92430  -0.022
H17 -1.41732 3.96394 3.54250  0.037
H18 -2.19624 3.06860 2.22768  0.008
H19 1.42654 2.50256 0.02432  0.030
H20 2.91131 4.30472 -0.69568  0.113
H21 5.27751 4.33568 0.04255  0.111
H22 6.14860 2.51745 1.46593  0.111
H23 4.68028 0.67821 2.15650  0.102
H24 3.30092 0.73361 4.12720  0.089
H25 4.24635 -0.76519 5.80739  0.111
H26 4.10415 -3.21460 5.51055  0.110
H27 3.00395 -4.14852 3.50394  0.111
H28 2.01763 -2.65774 1.83115  0.084
H29 -1.02170 -3.54918 -0.84858  0.049
H30 -0.70656 -5.99582 -0.76101  0.110
H31 1.54345 -6.95893 -1.10058  0.110
H32 3.47091 -5.47422 -1.52637  0.110
H33 3.15653 -3.03990 -1.62087  0.114
H34 2.90724 0.72892 -1.40498  0.081
H35 4.23384 1.54116 -3.31026  0.110
H36 3.98524 0.48066 -5.52823  0.111
H37 2.44289 -1.42511 -5.82414  0.114
H38 1.13738 -2.26326 -3.91924  0.112
S1 -1.05965 3.01724 -0.54067  0.694
C32 -2.21773 4.06756 -1.12954  -0.837
N3 -2.93892 4.93198 -0.38868  0.022
C33 -3.79213 5.79088 -1.19322  -0.127
C34 -3.71742 5.11337 -2.58031  -0.125
N4 -2.60919 4.18931 -2.40931  0.027
H39 -2.66172 5.12774 0.55823  0.131
H40 -3.41332 6.81527 -1.21942  0.119
H41 -4.80992 5.80564 -0.80350  0.117
H42 -3.50809 5.83156 -3.37270  0.117
H43 -4.64149 4.58328 -2.82369  0.118
H44 -2.30942 3.51760 -3.09526  0.123
C35 -3.49232 -3.17285 -1.59571  -0.082
O1 -3.63913 -2.22345 -0.53386  -0.295
P3 -2.71036 -2.13802 0.76334  0.545
O2 -2.52800 -3.63302 1.23557  -0.343
C36 -3.62842 -4.39638 1.77135  -0.060
O3 -3.74837 -1.48822 1.77985  -0.313
C37 -3.94439 -0.07153 1.77129  -0.101
H45 -4.45755 -3.23087 -2.09316  0.106
H46 -3.22668 -4.15129 -1.19611  0.086
H47 -2.73055 -2.82817 -2.29957  0.030
H48 -3.27653 -5.42064 1.85056  0.096
H49 -4.49237 -4.34411 1.10886  0.092
H50 -3.88475 -4.00566 2.75324  0.094
H51 -4.35503 0.19428 2.74170  0.098
H52 -4.63292 0.19629 0.97151  0.095
H53 -2.99483 0.46232 1.62726  0.044
Cl1 -0.79109 -1.72959 3.03036  0.171

Forces on atoms 1 to 6 (eV/Å):
-0.115 -0.375 -0.701
0.107 -0.039 -0.020
-0.015 -0.320 0.084
0.014 -0.031 0.054
-0.039 0.024 0.110
-0.343 0.591 0.011


The following is a quantum chemistry calculation of a structure of composition C37H54BF25NO18 at a distorted geometry, from OMol25.

- Frontier orbital gap: 9.4587 eV
- Highest occupied orbital energy: -12.53 eV
- Total charge: +1

Last column: Löwdin charge in e.
Geometry (Å):
C1 -2.94198 3.15618 2.54985  -0.042
C2 -3.67121 1.81944 2.49828  -0.161
O1 -3.33705 0.90836 3.57248  0.147
B1 -2.04361 0.77744 3.84971  -0.661
O2 -1.47002 1.38085 4.92106  0.230
N1 -1.09731 -0.07571 2.98330  0.218
C3 -0.23320 0.77235 2.08221  -0.123
C4 0.85753 -0.07889 1.43521  -0.111
C5 0.35626 -0.66607 0.13583  -0.213
F1 0.05982 0.34057 -0.74074  -0.030
H1 -2.80943 3.54522 3.54921  0.091
H2 -2.01669 3.10269 1.99108  0.081
H3 -3.55745 3.86456 2.03263  0.077
H4 -3.54971 1.37170 1.51826  0.114
H5 -4.72395 2.01499 2.59174  0.126
H6 -0.93718 2.14176 4.65325  0.067
H7 -1.55755 -0.81784 2.45785  0.176
H8 -0.44424 -0.52846 3.62889  0.176
H9 -0.85958 1.15113 1.28967  0.134
H10 0.23061 1.56668 2.64265  -0.177
H11 1.19785 -0.86955 2.09237  0.126
H12 1.69808 0.54634 1.18420  0.115
H13 -0.49003 -1.33375 0.25300  0.120
H14 1.14983 -1.25419 -0.30499  0.119
C6 -7.06262 0.68648 -3.52811  -0.051
C7 -5.55566 0.81580 -3.57854  -0.176
O3 -5.11138 2.04145 -2.95248  0.049
C8 -5.04130 2.03796 -1.64003  -0.411
O4 -5.29800 1.12800 -0.90567  0.160
C9 -4.52111 3.39469 -1.14771  -0.528
F2 -5.13284 4.41536 -1.74509  0.185
F3 -3.20211 3.50708 -1.38535  0.162
F4 -4.70678 3.51648 0.17562  0.145
H15 -7.53266 1.56148 -3.96224  0.057
H16 -7.38699 -0.19893 -4.07265  0.094
H17 -7.41573 0.60588 -2.49967  0.082
H18 -5.21914 0.87603 -4.61039  0.128
H19 -5.05733 -0.03789 -3.12112  0.125
C10 -13.16975 3.31278 -2.19527  -0.057
C11 -11.74072 2.83994 -2.03860  -0.195
O5 -11.18655 2.41450 -3.29987  0.032
C12 -10.76135 3.37935 -4.10236  -0.404
O6 -10.78891 4.55056 -3.88206  0.180
C13 -10.17232 2.76333 -5.37892  -0.527
F5 -10.96469 1.80959 -5.88179  0.172
F6 -8.97103 2.19897 -5.11752  0.126
F7 -9.99411 3.67893 -6.32476  0.181
H20 -13.77679 2.53890 -2.66519  0.085
H21 -13.59658 3.55481 -1.22313  0.084
H22 -13.22413 4.19905 -2.82561  0.079
H23 -11.70269 1.96570 -1.39275  0.124
H24 -11.10860 3.60695 -1.59310  0.125
C14 1.74727 1.90924 -2.67622  -0.061
C15 3.10422 1.25859 -2.52485  -0.211
O7 3.63797 0.80007 -3.78009  0.039
C16 4.19069 1.76914 -4.50280  -0.398
O8 4.23564 2.91996 -4.19636  0.178
C17 4.86580 1.21232 -5.76438  -0.539
F8 4.08871 0.35927 -6.44528  0.171
F9 5.98051 0.56405 -5.39100  0.161
F10 5.20429 2.20220 -6.58368  0.180
H25 1.04815 1.23020 -3.16424  0.085
H26 1.35194 2.18091 -1.70037  0.065
H27 1.80542 2.80875 -3.28723  0.081
H28 3.02551 0.37275 -1.89541  0.118
H29 3.81989 1.93161 -2.05401  0.110
C18 -2.13822 -4.33570 7.00633  -0.053
C19 -0.76981 -4.97774 7.05542  -0.173
O9 -0.33959 -5.39627 5.73879  0.049
C20 0.15248 -4.46621 4.95538  -0.415
O10 0.28413 -3.30260 5.21298  0.145
C21 0.59254 -5.08839 3.62217  -0.542
F11 -0.34539 -5.90604 3.13253  0.169
F12 1.71894 -5.78649 3.78273  0.182
F13 0.82014 -4.12862 2.71142  0.145
H30 -2.85448 -5.00827 6.53575  0.073
H31 -2.48307 -4.10080 8.01156  0.091
H32 -2.12318 -3.41453 6.42362  0.071
H33 -0.80297 -5.88383 7.65441  0.129
H34 -0.02637 -4.31828 7.49975  0.127
C22 -2.60541 -9.50146 3.76514  -0.055
C23 -2.30295 -10.03310 5.14954  -0.191
O11 -2.85376 -9.17860 6.17166  0.027
C24 -4.14928 -9.32667 6.41737  -0.404
O12 -4.89130 -10.08795 5.87960  0.183
C25 -4.56611 -8.38070 7.55202  -0.537
F14 -4.07173 -7.14259 7.35952  0.145
F15 -4.10375 -8.82648 8.72912  0.170
F16 -5.88832 -8.28425 7.64107  0.180
H35 -2.25472 -8.47292 3.66801  0.074
H36 -2.11615 -10.11431 3.00962  0.085
H37 -3.67670 -9.50249 3.56870  0.079
H38 -1.22941 -10.04217 5.32261  0.125
H39 -2.66560 -11.05135 5.27902  0.128
C26 8.19445 0.35156 -2.93372  -0.057
C27 7.22427 -0.65197 -2.34509  -0.175
O13 7.26352 -0.71495 -0.90350  0.056
C28 6.53877 0.19772 -0.28768  -0.400
O14 5.86040 1.03592 -0.80579  0.154
C29 6.59590 -0.01744 1.22945  -0.537
F17 7.84500 -0.18444 1.67189  0.180
F18 5.89595 -1.11345 1.57742  0.160
F19 6.04811 1.01993 1.86506  0.152
H40 9.20627 0.13780 -2.59422  0.087
H41 8.15877 0.28586 -4.01279  0.057
H42 7.95903 1.37433 -2.63878  0.090
H43 7.49469 -1.64771 -2.68854  0.132
H44 6.19872 -0.46361 -2.66177  0.113
C30 3.55724 3.65508 1.90137  -0.033
C31 3.35642 3.07384 3.28717  -0.161
O15 2.24734 3.69941 3.96582  0.095
C32 1.04768 3.26417 3.63207  -0.262
O16 0.79573 2.40797 2.83267  0.212
C33 -0.01900 3.99317 4.46185  -0.498
F20 0.20081 5.31048 4.48804  0.213
F21 -0.00903 3.53984 5.72353  0.202
F22 -1.23606 3.78208 3.95336  0.085
H45 3.67789 4.73722 1.95092  0.094
H46 4.43897 3.22178 1.43156  0.082
H47 2.69603 3.45483 1.26468  0.076
H48 4.23164 3.26674 3.90219  0.138
H49 3.21084 1.99520 3.25565  0.127
C34 10.52921 3.51221 -9.35313  -0.058
C35 10.26157 3.82389 -7.89654  -0.192
O17 9.97781 2.62558 -7.14655  0.033
C36 11.02808 1.90586 -6.78184  -0.406
O18 12.17235 2.14983 -7.00999  0.181
C37 10.55961 0.69535 -5.96282  -0.528
F23 9.51931 0.07641 -6.54427  0.161
F24 10.16524 1.08297 -4.73484  0.140
F25 11.53321 -0.19827 -5.81807  0.179
H50 9.69736 2.95240 -9.78129  0.084
H51 10.66310 4.43341 -9.91814  0.084
H52 11.42578 2.90467 -9.46739  0.078
H53 9.37417 4.44515 -7.80155  0.125
H54 11.09076 4.36207 -7.43998  0.126

Forces on atoms 1 to 6 (eV/Å):
-1.116 -0.719 -0.453
-0.640 0.763 -0.208
0.071 -0.186 -0.687
-0.265 0.217 0.471
0.557 -0.225 -0.203
0.015 -0.861 -0.005


- Number 2 is which compound?
  C37H54BF25NO18